(1)
Entry from the OMol25 dataset: 9 unconnected molecules or ions with the total composition C41H70N9O in a non-equilibrium geometry (ωB97M-V with the def2-TZVPD basis set).

XYZ file:
```
121
Properties=species:S:1:pos:R:3:forces:R:3:lowdin_charge:R:1
C 1.2329 0.8149 -0.8956 -0.3 -1.6 0.9 -0.04
C 0.3026 0.0285 0.1489 -0.6 1.2 -1.5 -0.37
C -0.5031 1.2527 0.7705 -0.3 -1.3 1.6 -0.13
C -1.7060 0.8595 1.6743 0.4 -0.2 -1.0 -0.18
C -2.6388 0.0968 0.7519 0.8 -0.3 0.2 -0.15
C -1.9822 -1.2636 0.1694 -0.9 4.2 -0.1 -0.48
N -0.7546 -0.8086 -0.6115 1.3 -4.5 -1.6 0.00
O -0.3024 -1.9193 -1.5298 -1.4 4.7 4.1 -0.05
C -3.1030 -1.6452 -0.7517 0.2 -2.0 -0.7 -0.08
C -1.7578 -2.2282 1.3088 -0.3 -0.4 0.0 -0.02
C 1.1800 -0.8037 1.1656 -0.4 0.8 -0.6 -0.01
H 0.7355 1.2643 -1.7552 -0.4 -0.3 0.2 0.04
H 1.9803 0.1195 -1.2775 0.1 0.1 -0.1 0.06
H 1.6916 1.6039 -0.2997 0.3 0.0 -0.1 0.06
H -0.8869 1.8969 -0.0205 0.2 -0.1 -0.2 0.10
H 0.1491 1.8337 1.4227 0.5 0.1 -0.4 0.11
H -2.1710 1.7566 2.0830 -0.1 0.1 0.0 0.08
H -1.3894 0.2599 2.5278 0.1 -0.1 0.1 0.10
H -2.8721 0.7744 -0.0695 0.2 -0.2 -0.4 0.08
H -3.6280 -0.1271 1.1513 0.2 -0.3 0.5 0.11
H -4.0436 -1.7966 -0.2221 0.1 0.0 0.4 0.09
H -2.8157 -2.6302 -1.1194 -0.3 0.0 -0.8 0.08
H -3.3302 -0.9505 -1.5603 0.5 0.0 0.0 0.09
H -0.7353 -2.2114 1.6862 -0.3 -0.1 0.1 0.05
H -2.0552 -3.2400 1.0333 0.4 -0.2 -0.2 0.09
H -2.4665 -1.9840 2.1002 0.2 0.1 0.3 0.09
H 0.7812 -0.8294 2.1797 -0.3 0.1 0.0 0.05
H 2.1533 -0.3180 1.2361 0.1 0.0 -0.1 0.06
H 1.3554 -1.8305 0.8449 -0.1 0.1 -0.3 0.07
C -0.7533 -3.9161 5.7320 0.5 0.3 -0.4 -0.10
C -0.8862 -2.4367 5.9748 0.9 0.4 1.7 -0.27
C 0.2964 -1.4409 5.7217 -0.8 -1.1 -0.6 -0.17
C 1.5307 -1.6778 6.5086 -3.4 1.0 -1.8 -0.23
N 2.4922 -1.8527 7.0686 2.5 -0.5 1.4 0.15
H 0.0151 -4.4365 6.3036 0.4 0.4 -0.1 0.08
H -0.5423 -3.9756 4.6643 -0.4 -1.1 -0.1 0.06
H -1.6645 -4.3606 6.1324 -0.3 -0.3 -0.9 0.08
H -1.0555 -2.4028 7.0510 -0.5 0.7 0.1 0.11
H -1.7425 -2.0309 5.4361 -0.1 -0.1 0.1 0.11
H -0.2235 -0.4891 5.8300 0.9 0.4 0.6 0.11
H 0.5612 -1.4739 4.6648 0.2 -0.1 -0.1 0.09
C 3.5149 3.6029 -1.8110 0.5 -0.2 0.7 -0.13
C 3.4851 4.3245 -3.1580 -0.1 -2.1 0.2 -0.19
C 3.6853 3.2345 -4.3333 0.1 2.6 0.3 -0.17
C 2.7043 2.2116 -4.3901 -0.7 -0.3 0.5 -0.26
N 1.9050 1.3968 -4.3330 -0.5 -0.5 -0.2 0.18
H 4.5101 3.3797 -1.4263 0.1 0.1 -0.1 0.06
H 2.9863 2.6512 -1.8655 0.0 -0.1 -0.4 0.03
H 2.9708 4.1140 -1.0168 0.1 0.5 -0.1 0.07
H 4.2517 5.0806 -3.3272 -0.1 0.0 0.3 0.10
H 2.4886 4.7629 -3.1044 0.0 0.2 -1.2 0.11
H 4.6584 2.7437 -4.3199 0.2 0.4 0.2 0.11
H 3.5774 3.8515 -5.2254 0.4 -0.3 -0.4 0.11
C -4.9289 4.5167 0.0254 0.7 0.2 0.8 -0.08
C -3.9459 3.9488 1.1093 -0.3 0.4 -1.0 -0.22
C -2.7692 4.8430 1.5973 -0.4 -0.1 -0.4 -0.18
C -2.0680 5.5768 0.5340 1.1 1.6 -2.5 -0.22
N -1.5591 6.1630 -0.3525 -1.4 -1.8 2.6 0.14
H -5.7927 3.8585 -0.0676 -0.1 0.1 0.3 0.08
H -4.4943 4.5503 -0.9737 0.3 0.1 0.2 0.04
H -5.2366 5.5290 0.2871 -0.2 0.0 -0.1 0.08
H -3.5574 3.0416 0.6465 0.1 -0.2 0.5 0.07
H -4.4987 3.7404 2.0253 -0.1 -0.4 -0.2 0.11
H -2.0431 4.2227 2.1227 0.0 0.0 0.0 0.10
H -3.1630 5.5416 2.3356 0.1 0.3 -0.1 0.12
C 4.9683 0.5027 2.7917 -0.2 -1.2 1.0 -0.08
C 4.9629 -0.6174 3.9421 1.0 1.3 -0.7 -0.21
C 4.3175 -1.9511 3.5553 -0.5 0.7 1.4 -0.20
C 4.7076 -2.3742 2.2571 0.1 -1.0 -2.5 -0.25
N 4.9830 -2.7856 1.2110 -0.1 0.6 1.0 0.18
H 5.4648 0.1229 1.8988 0.1 0.0 0.1 0.04
H 5.4647 1.4124 3.1297 0.1 -0.2 0.1 0.07
H 3.9688 0.8011 2.4751 -0.2 -0.2 0.2 0.05
H 4.5890 -0.1973 4.8757 -0.6 -0.2 -0.1 0.10
H 5.9986 -0.8234 4.2125 0.2 0.0 -0.3 0.10
H 3.2363 -1.8582 3.6574 -0.2 -0.1 -0.4 0.10
H 4.5883 -2.7766 4.2136 0.1 0.2 0.4 0.13
C -3.9801 3.9815 -4.2336 0.3 0.0 0.1 -0.09
C -4.1073 2.9134 -3.1556 0.0 -0.9 -0.6 -0.25
C -2.8536 2.8289 -2.2629 -1.6 -0.7 0.9 -0.20
C -1.9606 1.8666 -2.8331 2.1 0.3 -0.9 -0.24
N -1.1917 1.1605 -3.3208 -0.6 0.0 0.2 0.20
H -3.0502 3.9166 -4.7986 0.6 -0.1 0.7 0.08
H -4.0111 4.9163 -3.6739 -0.1 0.5 -0.7 0.07
H -4.6411 3.9271 -5.0986 -0.9 0.1 0.7 0.07
H -4.2110 1.9198 -3.5915 0.0 -0.1 -0.3 0.11
H -5.0003 2.9651 -2.5327 0.0 0.7 -0.1 0.09
H -3.1581 2.2816 -1.3709 -0.3 0.3 0.4 0.08
H -2.4684 3.7791 -1.8929 0.5 0.0 -0.5 0.11
C 5.7525 0.9292 -0.9540 1.1 -1.5 0.1 -0.10
C 5.8216 -0.5148 -1.4688 0.9 0.3 0.9 -0.26
C 5.5840 -0.5547 -2.9619 -0.6 0.1 -0.4 -0.19
C 4.2197 -0.9821 -3.2132 -1.5 -1.2 -0.9 -0.23
N 3.1185 -1.2804 -3.4226 1.4 0.3 0.4 0.16
H 6.4826 1.4978 -1.5300 -0.6 0.6 -0.4 0.08
H 6.1987 0.9422 0.0404 -0.7 0.2 0.3 0.06
H 4.6952 1.1885 -1.0095 0.4 0.8 0.2 0.06
H 5.1580 -1.1283 -0.8594 -0.4 -0.1 -0.5 0.08
H 6.7853 -0.9910 -1.2876 0.3 0.4 0.1 0.11
H 6.3781 -1.1087 -3.4627 -0.5 -0.4 -0.2 0.12
H 5.5743 0.4185 -3.4527 0.5 0.5 0.4 0.10
N 0.8312 -4.4002 0.3981 1.1 1.3 -0.3 0.03
C 1.1996 -4.6953 1.6822 -1.6 -0.5 0.6 -0.16
C 2.0342 -5.7455 1.6016 1.0 -0.9 2.6 -0.16
C 2.3527 -5.9921 0.2998 1.2 -0.1 -1.7 -0.13
C 1.7267 -5.0332 -0.4523 -1.4 -0.9 -0.4 -0.10
H 0.1153 -3.7339 0.1455 0.4 0.1 -0.3 0.10
H 0.7439 -4.3657 2.6042 -0.4 0.4 -0.4 0.09
H 2.4274 -6.3103 2.4339 0.0 0.2 0.1 0.10
H 3.0576 -6.7608 0.0193 0.0 0.3 -0.4 0.10
H 1.7644 -4.8796 -1.5207 -0.3 0.2 0.1 0.11
N -7.1954 -3.1595 -4.5864 1.2 0.3 -0.4 0.02
C -5.9901 -3.5966 -4.1060 -1.3 -3.2 -1.4 -0.15
C -5.6233 -2.7874 -3.1245 3.5 -0.3 3.3 -0.18
C -6.4895 -1.7594 -2.9142 -2.9 0.8 -3.6 -0.07
C -7.3938 -1.9723 -4.0141 -1.8 2.2 2.6 -0.15
H -7.7300 -3.6661 -5.2774 0.0 0.6 0.1 0.16
H -5.7852 -4.6284 -4.3506 0.8 0.2 0.1 0.11
H -4.7927 -2.9178 -2.4466 0.3 -0.4 -0.3 0.08
H -6.5081 -0.9252 -2.2285 0.2 -0.1 -0.2 0.09
H -8.2578 -1.3664 -4.2442 -0.1 -0.1 -0.2 0.10
```
Forces are in eV/Å.

Calculated values
Molar mass = 705.1 g mol⁻¹
E = -2171.96254 hartree
Highest occupied orbital energy (alpha / beta) = -7.77 / -7.77 eV
E_LUMO (alpha / beta) = 0.0059 / -0.0077 Ha
Spin multiplicity = 2
Kohn-Sham gap (alpha / beta) = 7.9 / 7.6 eV
Expectation value of S² = 0.76

***

(2)
Entry from the OMol25 dataset: a molecular structure, C8H8EuNO6 in a non-equilibrium geometry (ωB97M-V with the def2-TZVPD basis set).

XYZ file:
```
24
Properties=species:S:1:pos:R:3:forces:R:3:lowdin_charge:R:1
O 0.1056 -6.1447 -1.0514 -0.1 2.0 -0.7 0.02
C 0.0731 -5.0672 -1.4197 0.1 -1.9 0.7 -0.01
Eu 0.2752 -0.0698 -1.3598 0.4 0.4 -1.0 1.37
C 0.0429 0.9504 -3.6633 1.1 2.8 2.5 -0.38
O -0.1816 1.8429 -4.4095 -0.3 -2.4 -0.5 0.05
C 0.0164 -0.7855 -3.8986 -1.9 -0.1 -1.6 -0.46
O -0.1069 -1.1599 -5.0180 0.7 -0.8 1.0 0.10
C -2.1485 -0.7072 -2.2898 -3.1 -1.2 -1.7 -0.02
O -3.0652 -1.0926 -2.8598 2.5 1.1 1.6 0.14
C 2.5300 -0.6826 -2.7459 2.8 -1.3 -3.4 -0.01
O 3.1676 -1.0246 -3.6462 -2.2 1.3 3.3 0.12
H 0.1506 -1.5183 -2.8807 0.2 -0.4 -2.2 0.01
C 1.2335 0.8762 3.2880 0.0 0.1 0.1 0.01
N -0.1150 1.2481 2.8136 -0.3 -0.4 -1.0 -0.16
C -1.0566 1.9603 3.6483 -0.5 0.2 0.2 -0.02
C -0.5196 0.9669 1.5936 1.9 -0.4 0.3 -0.27
O 0.3093 0.4532 0.7842 -1.1 0.4 1.2 -0.27
H 1.2928 1.2691 4.3040 0.2 -0.1 -0.2 0.09
H 2.0351 1.3246 2.6796 -0.5 -0.1 0.1 0.11
H 1.3766 -0.2167 3.3197 -0.2 0.4 -0.1 0.11
H -1.3266 2.9033 3.1509 0.1 -0.2 0.5 0.11
H -1.9605 1.3470 3.7616 0.2 0.3 0.3 0.11
H -0.5652 2.1366 4.6006 -0.4 0.2 0.1 0.10
H -1.5633 1.1904 1.2985 0.5 0.0 0.3 0.16
```
Forces are in eV/Å.

Calculated values
Molar mass = 366.1 g mol⁻¹
E = -1525.78832 hartree
Highest occupied orbital energy (alpha / beta) = -10.17 / -9.95 eV
Total charge = +1
E_LUMO (alpha / beta) = -0.1573 / -0.1562 Ha
Spin multiplicity = 8
Kohn-Sham gap (alpha / beta) = 5.9 / 5.7 eV
Expectation value of S² = 16.11

***

(3)
Entry from the OMol25 dataset: 3 unconnected molecules or ions with the total composition C28H57N5O8 in a non-equilibrium geometry (ωB97M-V with the def2-TZVPD basis set).

XYZ file:
```
98
Properties=species:S:1:pos:R:3:forces:R:3:lowdin_charge:R:1
C 2.0234 2.5811 -0.4822 -0.5 0.2 0.0 -0.08
C 1.2625 1.8759 -1.6179 0.2 0.5 0.0 -0.20
C 2.1091 1.5120 -2.8363 0.1 0.1 0.1 -0.20
N 2.7470 0.1989 -2.7585 -0.4 -0.2 -0.1 0.05
N 1.8434 -0.8629 -2.5484 0.3 0.5 -0.2 0.03
C 0.6866 -0.9509 -3.2068 -0.9 0.2 0.8 -0.27
N 0.5020 -0.6909 -4.4930 0.4 0.5 -0.1 0.14
C 1.5694 -0.3509 -5.4559 0.2 -0.1 -0.3 -0.26
N 1.0809 -0.1855 -6.7937 -0.4 0.0 0.2 0.04
N -0.3438 -1.3186 -2.3785 0.7 -1.4 -0.9 0.03
C -1.5448 -1.9871 -2.9096 -0.6 0.9 0.4 -0.12
C -2.8250 -1.1783 -2.5768 0.2 -0.3 -0.4 -0.15
C -3.9926 -2.0156 -2.0469 -0.3 0.4 0.1 -0.20
C -4.2754 -1.9141 -0.5477 0.0 -0.5 0.0 -0.20
C -3.1180 -2.2547 0.3999 -0.2 0.2 0.0 -0.14
C -2.2257 -1.0884 0.8068 -0.3 0.0 -0.2 -0.20
O -1.7840 -1.3433 2.1365 -0.1 -0.1 -0.5 0.00
C -0.8830 -0.5085 2.7117 0.2 0.6 -0.5 -0.54
C -0.4653 0.7265 1.9843 -0.5 0.5 -0.6 -0.01
O -0.4759 -0.7796 3.7924 0.2 -0.5 1.1 0.13
C 0.3118 -2.0511 -1.2798 0.4 -0.7 0.5 -0.06
C 1.7614 -1.5703 -1.2315 0.5 -0.3 -0.5 -0.24
C 2.7871 -2.7240 -1.3050 -0.2 0.4 0.1 -0.08
C 2.6013 -3.7418 -0.1931 0.1 0.0 0.3 -0.14
O 3.3100 -4.9650 -0.4502 0.2 0.6 0.1 0.02
C 2.9166 -5.7328 -1.4740 -0.4 0.0 0.2 -0.56
C 1.4603 -5.7652 -1.8422 -0.4 0.0 -0.1 0.01
O 3.7066 -6.4220 -2.0365 0.7 -0.6 -0.4 0.13
C 2.1463 -0.7487 0.0450 -0.4 -0.3 0.3 -0.66
O 3.2450 -0.2064 0.0464 0.3 0.1 -0.1 0.03
O 1.2890 -0.8717 0.9474 0.6 -0.4 -0.1 -0.03
H 1.4901 3.4906 -0.2028 0.0 0.0 0.0 0.06
H 3.0087 2.9061 -0.8025 0.2 -0.2 0.1 0.08
H 2.0934 1.9641 0.4051 0.3 -0.2 0.0 0.06
H 0.7226 1.0157 -1.2292 -0.1 -0.2 -0.1 0.09
H 0.5055 2.5736 -1.9783 -0.1 -0.1 -0.1 0.11
H 2.9227 2.2322 -2.9079 0.1 0.0 -0.1 0.12
H 1.5164 1.6448 -3.7540 -0.2 -0.1 0.1 0.09
H 3.3471 -0.0001 -3.5441 0.2 -0.1 0.1 0.12
H -0.4293 -0.7362 -4.8658 -0.1 0.1 0.1 0.13
H 2.3230 -1.1361 -5.4141 0.0 -0.2 -0.1 0.13
H 2.0528 0.5770 -5.1678 0.0 0.0 0.0 0.09
H 0.5808 0.6910 -6.8793 0.1 0.1 -0.1 0.08
H 0.4391 -0.9184 -7.0732 0.2 -0.2 -0.1 0.08
H -1.4857 -2.1073 -3.9880 0.2 -0.1 -0.1 0.11
H -1.6411 -2.9838 -2.4893 0.3 -0.1 0.1 0.12
H -2.5540 -0.3765 -1.8955 0.0 0.0 0.2 0.11
H -3.1495 -0.6972 -3.4988 0.0 0.2 0.0 0.10
H -3.8860 -3.0662 -2.3186 0.2 -0.1 -0.1 0.11
H -4.8923 -1.6735 -2.5583 -0.1 -0.1 0.0 0.11
H -4.7115 -0.9434 -0.3127 0.1 0.2 0.1 0.11
H -5.0631 -2.6405 -0.3435 -0.1 0.0 0.0 0.11
H -3.5410 -2.6401 1.3257 0.0 -0.1 0.1 0.11
H -2.5274 -3.0613 -0.0362 0.1 -0.1 0.1 0.11
H -1.3802 -0.9846 0.1304 -0.1 0.3 0.2 0.08
H -2.7912 -0.1561 0.7525 -0.1 0.1 0.2 0.13
H 0.0035 0.4668 1.0359 -0.2 0.1 0.3 0.05
H 0.2647 1.2504 2.5851 0.0 0.1 0.1 0.10
H -1.3156 1.3642 1.7470 -0.2 0.2 0.3 0.09
H -0.2031 -1.9635 -0.3326 0.3 0.3 -0.1 0.10
H 0.3366 -3.1265 -1.4823 -0.3 0.0 -0.5 0.11
H 2.7599 -3.1643 -2.3026 -0.1 -0.3 0.0 0.12
H 3.7583 -2.2525 -1.1718 0.2 0.0 -0.2 0.13
H 1.5599 -3.9549 0.0458 -0.1 0.0 -0.1 0.12
H 3.0413 -3.3358 0.7119 0.0 -0.1 0.1 0.14
H 1.2311 -4.9660 -2.5444 0.0 0.1 0.0 0.08
H 0.7894 -5.6816 -0.9915 0.0 0.1 0.1 0.09
H 1.2729 -6.7061 -2.3464 0.0 -0.1 -0.1 0.09
C -3.1360 -2.5684 4.9033 -0.1 0.0 0.3 -0.07
C -4.6154 -2.3784 5.1866 0.1 0.0 -0.2 -0.28
O -4.9306 -2.1977 6.5561 -0.1 0.0 0.0 -0.16
C -4.3235 -1.0843 7.1832 0.1 0.1 0.1 -0.28
C -4.6850 0.2538 6.5602 0.0 0.0 -0.1 -0.08
H -2.7396 -3.4032 5.4836 0.0 0.0 0.0 0.09
H -2.9770 -2.7703 3.8473 0.0 0.0 -0.1 0.06
H -2.5500 -1.6853 5.1531 0.0 0.0 -0.1 0.06
H -5.1683 -3.2686 4.8834 0.0 0.0 0.1 0.11
H -5.0121 -1.5459 4.5910 0.0 0.0 0.0 0.11
H -3.2354 -1.2073 7.2174 0.0 0.0 0.0 0.11
H -4.6765 -1.1115 8.2145 0.0 0.0 0.0 0.12
H -4.3132 0.3404 5.5383 0.1 0.0 0.0 0.06
H -4.2470 1.0660 7.1410 0.0 0.0 0.0 0.08
H -5.7681 0.3842 6.5352 0.0 0.0 0.0 0.08
C 2.6958 6.7965 2.5872 0.0 0.1 -0.1 -0.08
C 3.2077 5.9083 1.4662 0.0 0.0 0.1 -0.28
O 2.5880 6.1508 0.2144 -0.1 -0.1 -0.1 -0.17
C 2.7415 7.4539 -0.3122 0.0 0.1 0.0 -0.29
C 4.1854 7.8578 -0.5602 0.0 -0.1 0.1 -0.08
H 1.6134 6.7032 2.6837 0.0 0.0 0.0 0.08
H 3.1574 6.5081 3.5315 0.0 0.0 0.0 0.08
H 2.9257 7.8492 2.4146 0.0 0.0 0.0 0.07
H 2.9900 4.8665 1.7005 0.0 0.0 -0.1 0.11
H 4.2969 5.9886 1.3776 0.0 0.0 0.0 0.11
H 2.2419 8.1906 0.3277 0.0 0.0 0.0 0.11
H 2.2008 7.4432 -1.2592 0.0 0.0 0.0 0.12
H 4.7568 7.9212 0.3665 0.0 0.0 0.0 0.07
H 4.2225 8.8368 -1.0391 0.0 0.0 0.0 0.08
H 4.6792 7.1317 -1.2072 0.0 0.0 0.0 0.08
```
Forces are in eV/Å.

Calculated values
Molar mass = 591.8 g mol⁻¹
E = -1976.68457 hartree
Highest occupied orbital energy = -8.35 eV
E_LUMO = -0.0154 Ha
Kohn-Sham gap = 7.9 eV